[1]
Entry from the OMol25 dataset: a cluster of 2 separate species, C4H12O2S in total (ωB97M-V/def2-TZVPD).

Properties
SMILES string ... OCCCCS.O
Total charge ... 0
E ... -19271.104 eV
Frontier orbital gap ... 9.66 eV
HOMO energy ... -0.3256 Ha
Maximum force ... 0.0598 hartree/bohr
Energy relative to the best compared isomer or geometry (same formula, charge and spin) ... 1.602 eV
LUMO energy ... 0.8 eV

```
19
C4H12O2S, DFT ωB97M-V/def2-TZVPD
C 1.8433 -0.9715 -0.1353
O 2.3807 -0.0048 0.7417
C 0.4254 -1.2039 0.3260
C -0.5451 0.0223 0.0000
C -1.8196 -0.0503 0.8177
S -3.0416 0.6265 -0.2442
H 2.4980 -1.8901 -0.0569
H 1.7869 -0.4513 -1.2314
H 3.0947 -0.3586 1.2810
H 0.0400 -2.1448 -0.1038
H 0.5025 -1.1874 1.4501
H -0.1357 1.0209 0.1418
H -0.5017 -0.1386 -1.0643
H -1.7631 0.4815 1.8101
H -1.9760 -1.0767 1.1956
H -4.0119 -0.2959 -0.0017
H -0.2612 2.2303 -1.2587
H 0.9514 3.1506 -1.7524
O 0.5330 2.2418 -1.9151
```

---

[2]
Entry from the OMol25 dataset: a cluster of 5 separate species, C4H18O7 in total (ωB97M-V/def2-TZVPD).

Properties
SMILES string ... OCCO.OCCO.O.O.O
Total charge ... 0
E ... -18771.027 eV
Frontier orbital gap ... 9.95 eV
HOMO energy ... -0.3668 Ha
Maximum force ... 0.0523 hartree/bohr
Energy relative to the best compared isomer or geometry (same formula, charge and spin) ... 2.487 eV
LUMO energy ... 0.0 eV

```
29
C4H18O7, DFT ωB97M-V/def2-TZVPD
C 1.5042 -3.0262 1.7819
C 0.5308 -3.4464 0.6414
O 0.2126 -2.4205 -0.2750
O 1.0686 -2.0311 2.7045
H 2.4507 -2.6531 1.3908
H 1.8405 -3.8681 2.3870
H -0.3949 -3.7127 1.1515
H 0.8262 -4.3814 0.1653
H -0.2052 -1.6950 0.1948
H 1.8039 -1.7173 3.2359
C -0.3778 2.6854 -2.1648
C 0.1431 2.4645 -3.5779
O 1.3154 1.6029 -3.5046
O -0.6820 1.5111 -1.4191
H -1.2592 3.3227 -2.2361
H 0.3205 3.2436 -1.5411
H 0.4864 3.3767 -4.0659
H -0.4962 1.8300 -4.1917
H 0.9694 0.7091 -3.5584
H -0.1899 1.5084 -0.5949
O 0.0929 2.3868 1.4120
H -0.3866 3.2146 1.4448
H 0.8091 2.4993 2.0369
O -3.4806 -0.5576 1.3396
H -3.5707 0.3392 1.0174
H -2.5459 -0.6544 1.5218
O -0.6224 -0.3033 1.4871
H -0.1778 0.4661 1.1312
H 0.0149 -0.6933 2.0854
```

---

[3]
Entry from the OMol25 dataset: a cluster of 11 separate species, C29H56Cl6O9 in total (ωB97M-V/def2-TZVPD).

Properties
SMILES string ... ClC(Cl)Cl.ClC(Cl)Cl.CC(C)=O.CC(C)=O.CC(C)=O.CC(C)=O.CC(C)=O.CC(C)=O.CC(C)=O.CC(C)=O.CC(C)=O
Total charge ... 0
E ... -124539.146 eV
Frontier orbital gap ... 9.66 eV
HOMO energy ... -0.3504 Ha
Maximum force ... 0.0869 hartree/bohr
LUMO energy ... 0.1 eV

```
100
C29H56Cl6O9, DFT ωB97M-V/def2-TZVPD
C 6.7141 -3.8117 -5.4537
Cl 7.1504 -5.4918 -5.8785
Cl 6.1699 -2.7129 -6.8383
Cl 8.0144 -2.9842 -4.4822
H 5.8779 -3.8789 -4.7578
C -2.1390 -3.6859 -7.7995
Cl -0.6347 -3.6658 -6.7420
Cl -3.0359 -2.1305 -7.8785
Cl -3.2437 -5.0754 -7.4078
H -1.6482 -3.9157 -8.7452
C 0.4904 -10.5613 8.2749
C -0.3188 -10.3783 6.9676
O -1.2060 -11.2214 6.7894
C -0.0881 -9.1883 6.0112
H 1.4486 -10.0622 8.1304
H 0.7260 -11.6071 8.4725
H -0.1051 -10.2444 9.1310
H -0.2853 -9.3603 4.9531
H 0.9467 -8.8506 6.0673
H -0.6447 -8.3431 6.4161
C -1.2270 3.6167 6.7265
C -1.4292 4.0241 5.3082
O -0.4816 3.9324 4.5191
C -2.7025 4.7394 4.8974
H -1.3168 4.4051 7.4739
H -0.2685 3.1205 6.8785
H -2.0059 2.8883 6.9519
H -2.5563 5.7588 5.2546
H -3.5545 4.2834 5.4016
H -2.8405 4.6297 3.8217
C -6.0191 -9.1990 -1.4317
C -5.5847 -8.0600 -0.5363
O -4.8626 -7.1710 -0.8787
C -6.1849 -7.9549 0.8484
H -6.9394 -9.0236 -1.9888
H -6.2917 -10.0550 -0.8145
H -5.3871 -9.2757 -2.3164
H -6.9088 -7.1598 0.6700
H -5.3561 -7.7378 1.5222
H -6.6816 -8.8918 1.1005
C 8.0313 0.3043 7.0880
C 7.7894 -1.1417 6.6430
O 8.4650 -2.0553 7.0344
C 6.6078 -1.4350 5.7338
H 7.1315 0.8472 7.3775
H 8.4356 0.8649 6.2451
H 8.7618 0.4635 7.8812
H 5.7098 -0.8860 6.0172
H 6.3828 -2.4999 5.6758
H 6.8401 -1.1934 4.6966
C 1.0570 3.3189 -8.6465
C 1.9267 4.5893 -8.4660
O 2.8182 4.7420 -7.6203
C 1.5003 5.9016 -9.1924
H 0.9307 2.8907 -7.6521
H 1.5511 2.6777 -9.3765
H 0.0715 3.5959 -9.0209
H 1.7645 5.9117 -10.2498
H 1.9826 6.7898 -8.7842
H 0.4337 6.0225 -9.0033
C -0.7900 10.1299 -4.2839
C -1.9061 9.1758 -3.8596
O -3.0669 9.5660 -3.7749
C -1.5441 7.7664 -3.5342
H -0.0288 9.6003 -4.8567
H -0.4143 10.5921 -3.3710
H -1.2355 10.9671 -4.8213
H -1.2266 7.7848 -2.4916
H -0.7352 7.3906 -4.1609
H -2.3847 7.0904 -3.6908
C 5.7867 5.7082 -0.7939
C 5.9692 6.7601 0.2015
O 6.2662 7.9101 -0.2184
C 5.8122 6.3787 1.6655
H 6.0946 4.7840 -0.3049
H 6.4750 5.8598 -1.6254
H 4.7850 5.6845 -1.2230
H 4.7445 6.1698 1.7327
H 5.9740 7.2169 2.3432
H 6.3206 5.4294 1.8342
C -0.4814 -1.5167 1.0716
C 0.8102 -1.3424 0.2493
O 1.7524 -2.1346 0.2648
C 0.7807 -0.1987 -0.7897
H -0.6305 -0.7295 1.8106
H -0.2974 -2.4684 1.5701
H -1.3369 -1.6361 0.4069
H 1.8228 -0.0997 -1.0933
H 0.6165 0.7492 -0.2772
H 0.1389 -0.3189 -1.6625
C -7.4424 -0.3600 -1.2264
C -7.8658 0.1752 0.1560
O -7.2543 1.1798 0.5782
C -9.0970 -0.2622 0.8743
H -7.1486 -1.4043 -1.3325
H -6.6769 0.3366 -1.5683
H -8.2927 -0.2299 -1.8959
H -10.0031 0.0440 0.3515
H -8.9639 0.1952 1.8547
H -9.1085 -1.3522 0.8718
```

---

[4]
Entry from the OMol25 dataset: a cluster of 11 separate species, C41H86FIN11O13P2 in total (ωB97M-V/def2-TZVPD).

Properties
Total charge ... +1
E ... -116317.478 eV
Frontier orbital gap ... 7.23 eV
HOMO energy ... -0.3905 Ha
Maximum force ... 0.0249 hartree/bohr
LUMO energy ... -3.4 eV

```
155
C41H86FIN11O13P2, DFT ωB97M-V/def2-TZVPD
C -8.1969 -2.7325 -0.5418
C -7.3035 -1.5391 -0.1340
C -6.3597 -1.8545 1.0508
C -5.0907 -1.0044 1.0094
C -3.9896 -1.6294 0.0986
C -3.3394 -0.5451 -0.7631
C -2.3988 -1.0240 -1.8666
C -2.9923 -1.5708 -2.9964
C -4.4891 -1.7267 -3.1030
O -5.1683 -0.8336 -3.5153
O -5.0569 -2.8998 -2.7672
C -2.1998 -1.9497 -4.1039
C -2.8905 -2.5591 -5.3132
C -3.3909 -4.0182 -5.1064
C -2.4827 -4.8748 -4.2365
F -3.2142 -5.9980 -3.8392
C -0.8464 -1.7065 -4.0353
P 0.0747 -2.1415 -5.5692
O 0.2307 -3.6059 -5.7346
N -0.2713 -1.1983 -2.9084
C 1.1847 -0.9509 -2.8821
C 1.5189 0.5651 -2.8780
C 2.2993 0.9612 -4.1412
I 4.3009 0.1258 -3.9472
C -0.9873 -0.8833 -1.7976
P -0.3026 -0.1851 -0.2172
C -1.0063 -1.1876 1.1696
C 1.4598 -0.5989 0.1168
C 1.7534 -2.1113 0.3715
H -8.1746 -2.8506 -1.6245
H -9.2189 -2.5758 -0.2010
H -7.8556 -3.6683 -0.0968
H -7.9559 -0.7181 0.1656
H -6.7094 -1.1809 -0.9782
H -6.1591 -2.9262 1.1134
H -6.8982 -1.5758 1.9622
H -4.6696 -0.8359 1.9983
H -5.3523 -0.0413 0.5647
H -4.4761 -2.3976 -0.4982
H -3.2920 -2.1393 0.7562
H -2.8566 0.2254 -0.1644
H -4.1513 -0.0316 -1.2846
H -4.3826 -3.4811 -2.3833
H -3.7706 -1.9404 -5.5085
H -2.3073 -2.5379 -6.2226
H -4.4215 -4.0340 -4.7665
H -3.4096 -4.4754 -6.0971
H -2.1573 -4.3823 -3.3164
H -1.6321 -5.2351 -4.8111
H 1.3117 -1.4816 -5.6241
H -0.6767 -1.5904 -6.6156
H 1.6285 -1.5100 -2.0667
H 1.6571 -1.3489 -3.7735
H 2.1472 0.8711 -2.0498
H 0.5933 1.1477 -2.8883
H 2.4529 2.0333 -4.1836
H 1.8813 0.5591 -5.0507
H -1.2252 -2.2066 0.8605
H -1.9071 -0.7214 1.5593
H -0.2751 -1.1994 1.9772
H 2.1625 -0.2684 -0.6339
H 1.6974 -0.0561 1.0358
H 2.0017 -2.2614 1.4198
H 2.6161 -2.3985 -0.2349
H 0.9326 -2.7550 0.0543
O -0.2744 0.8749 -5.8521
C -0.8021 1.7304 -6.5620
N -2.1278 1.7147 -6.8069
C -0.0277 2.8456 -7.2061
H -2.5807 2.4000 -7.3844
H -2.6820 0.9853 -6.3904
H 0.7329 2.4181 -7.8578
H 0.4603 3.4334 -6.4284
H -0.6637 3.5015 -7.7962
O -0.7006 5.1228 -9.1749
C -0.3224 6.2520 -8.9085
N 0.6761 6.8449 -9.6060
C -0.9317 7.0681 -7.7947
H 1.0056 7.7715 -9.4119
H 1.0978 6.3252 -10.3573
H -0.8084 6.5313 -6.8552
H -1.9943 7.1953 -7.9925
H -0.4726 8.0508 -7.6994
O -5.1486 1.0357 3.5904
C -6.1075 0.9144 4.3413
N -6.0712 0.1329 5.4402
C -7.4101 1.6395 4.0988
H -6.8571 0.0248 6.0786
H -5.2131 -0.3553 5.6329
H -7.8055 1.3420 3.1283
H -7.2198 2.7111 4.0891
H -8.1519 1.4213 4.8659
O 2.2898 0.1245 2.9375
C 3.3886 0.4771 3.3636
N 4.4456 -0.3627 3.3271
C 3.6339 1.8384 3.9477
H 5.3534 -0.1089 3.6689
H 4.3139 -1.2894 2.9460
H 2.9780 1.9774 4.8080
H 3.4130 2.5963 3.1986
H 4.6649 1.9674 4.2695
O 4.4193 4.2846 2.4389
C 3.9877 5.2533 1.8349
N 2.6540 5.4225 1.6324
C 4.8851 6.3252 1.2755
H 2.2720 6.2111 1.1462
H 2.0272 4.7278 2.0012
H 5.5763 5.8710 0.5669
H 5.4535 6.7753 2.0894
H 4.3260 7.1099 0.7671
O 4.8603 -3.8341 2.8237
C 4.7598 -4.4289 1.7615
N 5.3174 -3.9512 0.6241
C 4.0103 -5.7333 1.6338
H 5.2560 -4.4181 -0.2605
H 5.8347 -3.0891 0.6707
H 2.9769 -5.5784 1.9396
H 4.4674 -6.4697 2.2922
H 4.0213 -6.1188 0.6149
O 7.5480 -3.3945 -1.3105
C 8.3058 -4.2166 -1.7973
N 8.7059 -4.1334 -3.0904
C 8.8546 -5.3781 -1.0050
H 9.3297 -4.7936 -3.5147
H 8.3588 -3.3671 -3.6416
H 8.0249 -5.9817 -0.6411
H 9.4091 -4.9912 -0.1524
H 9.5152 -6.0102 -1.5966
O 7.0432 7.9758 3.6012
C 8.0476 7.4038 3.9819
N 8.5254 7.5719 5.2420
C 8.8342 6.4704 3.0929
H 9.3496 7.1143 5.5819
H 8.0210 8.1882 5.8562
H 9.1712 7.0207 2.2164
H 8.1829 5.6580 2.7738
H 9.7022 6.0474 3.5972
O 0.7815 -0.3871 7.6117
C 1.4786 -1.1974 7.0325
N 1.9183 -0.9821 5.7638
C 1.9097 -2.4986 7.6691
H 2.4926 -1.6306 5.2586
H 1.6439 -0.1261 5.3120
H 1.0231 -3.0704 7.9367
H 2.4734 -2.2778 8.5734
H 2.5304 -3.1009 7.0060
O -7.4408 0.5078 7.8605
C -7.6872 -0.0848 8.9006
N -7.7380 -1.4381 8.9547
C -7.9495 0.6434 10.1925
H -7.9374 -1.9434 9.7973
H -7.5692 -1.9541 8.1083
H -8.8081 1.2986 10.0586
H -7.0786 1.2481 10.4384
H -8.1506 -0.0367 11.0187
```

---

[5]
Entry from the OMol25 dataset: a cluster of 2 separate species, C2H2N4 in total (ωB97M-V/def2-TZVPD).

Properties
Total charge ... 0
E ... -8059.936 eV
Frontier orbital gap ... 10.32 eV
HOMO energy ... -0.3722 Ha
Maximum force ... 0.1288 hartree/bohr
Energy relative to the best compared isomer or geometry (same formula, charge and spin) ... 6.196 eV
LUMO energy ... 0.2 eV

```
8
C2H2N4, DFT ωB97M-V/def2-TZVPD
C 0.8602 -0.1096 0.4656
C -0.9315 -0.1323 -0.5414
N 2.0385 -0.3193 -0.3044
N 1.9396 0.8642 -0.0168
N -2.0033 -0.4962 0.3370
N -1.9387 0.6895 0.0692
H 0.7473 -0.1669 1.5214
H -0.7121 -0.3293 -1.5306
```

---

[6]
Entry from the OMol25 dataset: a structure of composition C48H34AuN8O2S3 (ωB97M-V/def2-TZVPD).

Properties
Total charge ... +1
E ... -102537.262 eV
Frontier orbital gap ... 7.01 eV
HOMO energy ... -0.3846 Ha
Maximum force ... 0.0031 hartree/bohr
Energy relative to the best compared isomer or geometry (same formula, charge and spin) ... 0.000 eV
LUMO energy ... -3.5 eV

```
96
C48H34AuN8O2S3, DFT ωB97M-V/def2-TZVPD
Au 0.6992 1.2110 -0.6318
S 2.8937 1.4248 -1.1072
C 2.9279 3.2001 -0.9040
N 3.9250 4.0210 -1.0903
N 5.1166 3.6677 -1.4429
C 5.7192 2.3643 -1.3904
C 5.7725 1.6919 -0.1770
C 6.3801 0.4474 -0.1223
C 6.9475 -0.0978 -1.2644
C 6.9141 0.5981 -2.4667
C 6.2970 1.8361 -2.5351
N 1.7942 3.8902 -0.5864
N 0.7364 3.2278 -0.4890
C -0.4372 3.9413 -0.0598
C -1.5331 4.0089 -0.9053
C -2.6824 4.6433 -0.4633
C -2.7268 5.1929 0.8124
C -1.6173 5.1241 1.6433
C -0.4601 4.4953 1.2083
H 5.7220 4.4590 -1.6001
H 5.3389 2.1394 0.7081
H 6.4109 -0.0919 0.8142
H 7.4248 -1.0676 -1.2187
H 7.3627 0.1720 -3.3537
H 6.2424 2.3837 -3.4672
H -1.4740 3.5843 -1.9001
H -3.5418 4.7163 -1.1166
H -3.6276 5.6843 1.1551
H -1.6512 5.5610 2.6323
H 0.4157 4.4211 1.8402
S -5.8748 0.5317 -2.9086
C -5.8218 -0.0451 -4.5152
C -4.5640 -0.4118 -4.8833
C -3.6188 -0.2227 -3.8420
C -4.1840 0.2862 -2.7042
C -3.5062 0.5627 -1.4371
C -2.1309 0.8309 -1.4485
N -1.4135 0.9819 -0.3487
C -2.0074 0.9193 0.8693
C -3.3913 0.7180 0.9680
C -4.0099 0.6570 2.2633
C -3.2759 0.7654 3.3873
C -1.8538 0.9467 3.3186
C -1.0434 1.0083 4.4633
C 0.3211 1.1478 4.3412
C 0.8445 1.2514 3.0335
N 0.1062 1.2046 1.9547
C -1.2209 1.0380 2.0727
C 1.2282 1.1830 5.4902
C 2.5138 0.7218 5.5469
C 3.1036 0.8938 6.8259
C 2.2560 1.4853 7.7114
S 0.7448 1.8448 7.0034
C -4.1272 0.5299 -0.2085
H -6.7233 -0.0779 -5.1054
H -4.3198 -0.8061 -5.8584
H -2.5705 -0.4822 -3.9207
H -1.6001 0.8999 -2.3864
H -5.0812 0.5086 2.3110
H -3.7437 0.7073 4.3620
H -1.4996 0.9133 5.4422
H 1.9123 1.3706 2.8860
H 3.0062 0.2412 4.7126
H 4.1069 0.5845 7.0776
H 2.4425 1.7366 8.7429
H -5.1886 0.3202 -0.1365
O 2.0513 -1.1548 1.2258
C 1.3812 -1.5689 0.3080
N 1.0503 -2.8616 0.0363
C 0.0839 -2.9932 -1.0379
C 0.1186 -1.5519 -1.5946
O -0.4078 -1.1569 -2.6140
N 0.8085 -0.7883 -0.7059
C 0.4781 -4.0298 -2.0806
C -0.3171 -4.2035 -3.2116
C 0.0147 -5.1553 -4.1599
C 1.1397 -5.9522 -3.9888
C 1.9334 -5.7820 -2.8680
C 1.6070 -4.8208 -1.9185
C -1.3326 -3.2574 -0.4845
C -1.4875 -4.0235 0.6676
C -2.7485 -4.2898 1.1771
C -3.8793 -3.7929 0.5433
C -3.7352 -3.0377 -0.6090
C -2.4714 -2.7751 -1.1215
H 1.2712 -3.5823 0.6994
H -1.1950 -3.5895 -3.3532
H -0.6088 -5.2789 -5.0357
H 1.3944 -6.7004 -4.7277
H 2.8140 -6.3948 -2.7265
H 2.2545 -4.6857 -1.0627
H -0.6246 -4.4285 1.1804
H -2.8476 -4.8918 2.0710
H -4.8632 -4.0048 0.9413
H -4.6066 -2.6527 -1.1263
H -2.3801 -2.1900 -2.0257
```

---

Among the records above, which one has the lowest E? C29H56Cl6O9

---

Among the records above, which one has the highest maximum force? C2H2N4

---

Number 2 is which compound? C4H18O7